A cluster of 5 separate species, C27H50Cl10N3O6P2 in total in a non-equilibrium geometry. Source: OMol25; level of theory: the ωB97M-V functional and the def2-TZVPD basis.

The geometry in XYZ format:
```
98
Properties=species:S:1:pos:R:3:forces:R:3:mulliken_charge:R:1
H 1.959725 -7.405862 -2.029873 0.0 0.0 0.1 0.385
Cl 3.242988 -6.053093 -0.606759 0.1 0.0 0.0 -0.140
O 4.513939 -2.203993 1.504234 -0.4 -0.1 0.1 -0.421
O -5.363412 2.344349 -0.937278 -0.1 -1.1 -0.6 -0.517
H 5.081056 -2.815485 -0.421408 0.1 0.3 -0.1 0.125
H 6.197525 0.227996 2.028417 0.4 -0.1 -0.2 0.309
H -5.600918 2.045754 -1.830058 0.2 0.4 -0.2 0.367
Cl -6.828124 -3.141071 0.598566 0.1 0.0 0.0 -0.215
C 4.355360 -0.839869 1.810121 1.0 0.4 -0.5 0.512
N -0.260721 0.244437 2.009258 0.4 0.3 1.2 0.179
H -2.944166 0.022866 -0.023687 0.1 0.1 -0.3 0.599
H 3.623350 -7.256914 -2.597895 0.1 0.0 0.1 0.310
C 3.003301 -7.426343 -1.720429 -0.1 -0.1 -0.2 -0.592
H 2.776276 -8.868736 -0.131815 0.1 0.1 0.0 0.309
C 7.522771 -5.054906 -0.566789 0.0 -0.1 0.1 -0.368
C -0.452377 2.373313 -0.852696 -0.3 -0.1 -1.3 0.817
C -2.000569 2.473337 -0.947170 1.2 -0.2 -0.1 0.013
H 1.456345 -2.636965 0.812281 0.4 -0.4 0.0 0.704
H 8.001756 -5.852923 -0.002050 0.0 0.0 -0.1 0.378
H 0.960347 1.261467 0.052093 0.2 -1.0 -0.5 0.029
Cl -2.635252 1.314753 3.789498 0.0 -0.2 -0.6 -0.127
C 3.790756 2.582497 -1.199739 -0.1 -0.8 -0.1 -1.053
H 3.183560 0.675012 -0.438502 0.1 -0.2 0.1 -0.074
C 7.066645 -5.582523 -1.902383 0.0 -0.2 0.0 -0.097
H -1.100010 0.104935 -2.980079 0.2 -0.2 0.3 0.354
C 2.827012 2.435190 -2.406127 0.3 1.2 0.5 -0.900
C 4.891682 1.368118 0.737677 0.3 -0.8 0.1 -0.859
C -0.586573 1.179084 1.151160 0.5 -0.2 -1.7 -0.284
Cl 6.091737 -4.385853 -2.799468 0.0 0.0 -0.1 -0.178
H -7.026501 5.822930 2.255225 0.1 0.0 0.0 0.355
H 4.729274 3.036656 -1.512390 0.0 0.1 -0.1 0.532
H 1.583781 3.929268 -1.390569 0.0 -0.1 0.1 0.578
H -6.403647 3.379935 2.526791 0.1 0.0 -0.1 0.317
H 0.487147 1.424762 -2.587707 -0.4 -0.1 -0.2 0.443
O -2.674259 2.231706 -3.735411 1.2 -0.9 0.7 -0.531
C 5.497816 0.031828 1.218671 -1.1 0.5 0.7 -0.745
H 4.728175 0.667815 -1.295668 -0.1 -0.2 0.0 0.376
H 4.197250 1.736012 1.499465 0.1 0.2 0.1 0.260
C -9.240292 -2.612094 -0.587012 -0.1 0.0 0.0 -0.489
H 3.360750 2.837680 -3.264560 -0.1 -0.2 -0.2 0.451
H 0.042972 4.209929 1.737053 0.1 -0.1 0.0 0.079
Cl -4.665971 4.421643 1.345920 -0.3 0.7 0.2 -0.136
P -5.189604 1.048438 -0.018943 0.1 0.1 0.8 0.818
O -1.821213 0.060346 -2.336959 0.1 0.9 -0.8 -0.546
H 6.437072 -6.458915 -1.752712 0.0 0.1 0.1 -0.082
O -5.533260 -0.267438 -0.872389 0.7 0.8 -0.2 -0.392
H -7.624431 -1.220486 -0.474246 -0.1 0.0 0.1 0.125
C -2.612085 2.155359 0.458235 -0.5 0.4 -1.5 1.179
H -9.640043 -2.461885 0.412886 0.0 -0.1 0.0 0.339
H -0.039651 5.279252 3.170975 0.2 -0.1 0.1 0.460
H 5.710397 2.082425 0.650191 -0.2 0.3 -0.2 0.460
H -1.875256 1.937432 -4.198585 -0.1 0.5 -0.4 0.392
H 4.328744 -0.744361 2.892911 0.1 -0.1 0.1 0.385
C -6.484847 5.438774 3.116121 0.0 0.1 0.0 -0.583
H -0.682092 0.255935 2.935424 -0.1 0.1 0.0 0.245
C 0.602333 -0.757808 1.711701 -0.4 -0.8 -0.7 -1.161
H -5.030691 -0.980841 -0.453722 -0.3 -0.5 -0.2 0.342
H -2.238402 3.511664 -1.186002 0.0 0.0 -0.2 0.861
H -3.518803 0.509213 1.532184 -0.2 0.1 0.0 0.792
H 3.416223 -0.421740 1.433203 -0.2 -0.4 0.0 -0.614
H -9.787908 -1.971393 -1.276288 0.1 0.0 0.0 0.319
H -3.276100 2.974465 0.775296 0.7 -0.6 -0.1 -2.047
H 7.907049 -5.866540 -2.530789 0.0 0.1 0.0 0.380
C 1.043053 -1.765840 1.239968 0.0 0.5 0.3 0.374
C -1.334402 3.565290 3.276507 0.7 1.1 0.8 0.369
H -0.461269 2.938566 -2.921298 -0.2 -0.3 -0.1 0.548
P -2.767915 1.414496 -2.301384 -2.3 -0.5 0.7 -0.068
H 3.376147 3.257587 -0.447563 -0.1 0.0 0.1 0.395
H 3.673241 -1.682748 -0.307417 0.2 0.0 -0.3 0.155
Cl 8.718186 -3.742725 -0.732447 0.0 0.1 0.0 -0.190
H -1.347046 5.236435 2.031034 0.0 0.1 -0.1 0.255
O -6.026166 1.177895 1.160811 -0.4 0.1 1.0 -0.768
H 2.610048 1.389743 -2.624264 0.0 -0.1 0.1 0.499
H -7.202355 5.220386 3.904925 0.0 -0.1 0.0 0.380
H 1.465203 3.921799 -3.119695 0.0 0.1 0.0 0.522
C 4.207421 -2.515948 0.155052 -0.4 -0.3 0.3 0.114
C -1.758997 2.435484 2.756886 -0.3 -0.5 0.5 -0.263
C -5.717892 4.189885 2.774582 -0.3 -0.3 0.2 -0.241
Cl -5.419938 6.734556 3.721144 0.0 0.0 0.0 -0.193
C -3.427645 0.851731 0.500647 0.0 -0.1 0.1 -1.202
N -1.463397 2.169230 1.395468 -1.1 -1.1 1.6 1.071
C -0.590635 4.613375 2.518849 -0.6 0.4 -0.3 -0.956
Cl -1.624787 3.948711 4.933203 0.0 0.0 -0.3 -0.176
C 3.317933 -8.746728 -1.066490 -0.1 -0.1 0.0 -0.401
C -7.771756 -2.281542 -0.649027 -0.2 0.1 -0.1 -0.199
H 5.997183 -0.469552 0.393724 0.1 -0.1 0.0 0.368
H -5.091634 3.866374 3.603127 0.1 0.1 0.0 0.278
H -7.348712 -2.531400 -1.619099 0.0 -0.1 0.0 0.340
C 0.211672 2.420051 -2.244591 0.9 0.9 0.7 -1.555
C 4.124701 1.219955 -0.573171 0.2 0.9 -0.1 0.108
H 6.687399 -4.675411 0.017413 0.0 0.0 0.0 0.176
N -0.042556 1.135324 -0.118902 -0.2 1.7 1.0 -0.141
H -0.049719 3.243491 -0.334396 -0.2 0.0 0.4 0.369
H 3.525559 -3.371660 0.154160 0.1 -0.1 0.0 -0.345
C 1.525116 3.266293 -2.253453 0.0 -0.7 -0.7 -1.294
Cl 5.057837 -8.924463 -0.722108 0.0 0.0 0.0 -0.177
Cl -9.572767 -4.295807 -1.066079 0.0 0.0 0.0 -0.186
H 3.040938 -9.561418 -1.733487 0.0 0.0 0.0 0.312
```
Forces are in eV/Å.

Total energy ... -189361.642 eV
HOMO energy ... -11.3690 eV
LUMO ... -3.31 eV
Frontier orbital gap ... 8.056 eV
Charge ... +1
Max |F| ... 2.4 eV Å⁻¹


A cluster of 13 separate species, C36H103N5O13 in total in a non-equilibrium geometry. Source: OMol25; level of theory: the ωB97M-V functional and the def2-TZVPD basis.

The geometry in XYZ format:
```
157
Properties=species:S:1:pos:R:3:forces:R:3:mulliken_charge:R:1
H 0.617229 2.800720 0.734048 0.5 -0.6 0.7 -0.266
H 1.272743 5.785246 4.950632 0.3 -0.2 -0.1 0.273
H 0.508140 0.142562 -0.877390 0.6 0.5 0.4 -0.138
H -0.897416 -0.914827 1.631811 -0.3 -0.2 -0.4 -0.606
C 3.732345 1.848042 4.028263 0.0 0.6 0.3 -0.344
O 5.175275 -2.921275 2.703418 0.2 -0.3 -0.2 -0.632
O 1.518056 0.168318 6.828486 0.6 0.4 0.1 -0.589
H 0.794367 -1.263909 -5.804556 0.7 0.0 0.4 0.273
O 0.504949 4.529512 1.822011 -0.9 1.1 0.3 -0.548
C 3.270416 2.052253 -0.780810 -0.5 1.4 0.0 -0.855
H -6.766038 1.885550 2.319791 0.2 0.1 -0.2 0.324
H 0.716569 -6.320618 1.614695 0.1 0.0 0.4 0.410
H -5.502323 1.869295 -3.641221 0.2 0.0 0.0 0.295
H 4.773611 0.435594 -2.083929 0.1 -0.4 0.0 0.253
C 2.224747 5.739979 3.077231 0.6 0.5 1.8 0.426
C -3.488430 4.009863 -3.486752 -0.5 -0.4 0.8 -0.178
H -0.296670 2.715329 2.367243 0.1 -0.5 -0.2 0.424
O -2.848280 4.198722 -2.220535 0.3 -0.3 -1.2 -0.344
H 0.806945 -2.525162 5.002646 -0.2 0.1 -0.1 -0.009
H -3.790620 -3.529849 5.084873 0.2 -0.1 -0.2 0.459
H 2.170941 1.275058 -2.541741 -0.1 0.2 0.3 -0.400
H 0.938443 0.418447 2.278646 0.4 0.2 -0.2 0.042
H -0.034584 -0.010422 -9.809522 -0.2 0.2 0.0 0.384
H 1.952906 -5.131589 -1.335682 0.6 0.4 0.2 0.369
H 1.264521 -2.322486 0.318329 0.1 0.1 -0.2 -0.032
H -0.467600 -1.487492 5.705624 0.1 0.1 -0.1 0.073
N -5.670210 4.408626 -4.529868 -0.4 0.9 -1.1 -0.773
H -4.621965 1.169449 1.008853 -0.6 0.2 -0.1 -0.093
H 0.801902 -1.832840 -2.747862 -0.6 -0.3 -0.4 -0.437
C 3.479299 5.421973 3.879506 1.2 -0.3 0.2 -1.352
H 0.690981 -3.916033 -1.642813 -0.2 -0.5 0.2 -0.119
H -1.576854 -3.580294 4.010367 0.6 0.5 0.3 0.188
H 1.093011 -3.779557 3.463685 -0.6 0.1 -0.5 -0.586
H 0.732755 -2.230150 6.726218 0.1 0.0 0.0 0.500
H 4.321286 4.977114 3.339246 -0.4 -0.3 -0.5 0.327
N 2.850858 -2.455826 -1.188143 -0.4 0.0 -0.5 -0.360
C -5.028726 4.006558 -3.297989 0.4 -0.8 -0.3 0.295
H -1.291278 5.546560 -2.263448 0.1 0.0 0.0 0.378
H -6.569529 2.582323 -2.431582 -0.2 0.6 -0.5 0.408
H 2.029382 -5.201658 3.551761 -0.1 -0.3 0.1 0.481
C -0.060968 -0.910083 0.928781 1.6 1.1 1.0 0.996
H 2.094665 -0.524474 1.220653 0.0 0.2 0.0 0.204
C 1.048573 -4.837858 3.220838 0.9 -1.9 0.7 -0.479
O -0.808279 0.556074 -5.795232 -1.0 -0.7 -0.2 -0.404
H 4.248316 -0.133302 4.861062 -0.3 0.3 0.0 -0.099
H 1.192017 0.086975 4.811720 -0.3 0.2 0.3 -0.262
H -0.989207 3.954716 -1.526300 0.4 0.1 -0.1 -0.203
H -1.783645 1.544770 -1.921685 -0.1 0.2 0.1 0.200
H -0.990042 4.163565 -3.306885 -0.3 -0.3 -0.1 0.254
H -6.860305 0.398021 3.113476 0.2 -0.7 -0.3 0.293
C 1.160074 -0.529653 1.779547 -0.9 0.3 0.8 -0.630
H -1.717096 -3.949269 -2.399423 -0.4 -0.1 -0.5 0.010
H 5.275773 -3.972400 5.170095 0.2 0.0 -0.5 0.359
H -4.969075 2.325267 -1.987042 0.3 -0.3 -0.2 0.036
O 4.933996 -0.004424 2.979562 -0.1 -0.3 -0.1 -0.432
O 1.383988 -2.904636 -4.513342 -0.2 0.2 -0.5 -0.476
C -1.452630 4.471184 -2.367276 -0.5 0.2 0.9 -0.313
H -3.211251 3.045903 -3.931294 0.2 -0.2 0.1 0.023
H 2.505671 2.838079 -0.811915 0.1 0.2 0.8 0.117
H 2.235953 -1.306387 -3.566768 0.2 0.0 0.0 0.401
C 1.773572 4.471694 2.449173 0.0 -2.2 -2.1 -0.001
H 3.641820 2.203855 -2.865249 0.0 -0.2 -0.2 0.521
O -1.439389 -0.222484 -0.878949 -0.1 -0.8 0.2 0.605
H -2.932696 -2.133627 5.715672 0.1 0.0 0.0 0.275
C -2.217636 -2.735395 3.754600 -0.7 -1.0 0.0 -0.447
H -0.060404 -2.260082 -0.558530 -0.2 -0.4 0.1 -0.479
N 1.204579 6.202377 4.031438 -0.7 0.1 -0.9 -0.746
C -5.565704 2.621427 -2.855127 0.7 0.3 0.7 -1.081
C -0.742919 1.286946 -8.116112 0.4 -0.6 -1.2 0.313
C 0.521462 -2.253856 -5.424166 -0.4 -0.3 0.2 -0.716
H 2.702348 1.626217 3.749481 0.1 -0.4 0.2 -0.215
O -4.289594 -1.735971 4.227233 -1.0 0.1 0.1 -0.481
H 5.578240 0.943820 4.696120 0.0 0.2 0.0 0.501
C -2.307096 0.759444 -1.372916 -0.7 -0.5 -0.2 -0.592
C 4.083611 -3.511046 3.374436 -0.4 0.4 -0.2 0.652
N -0.594094 2.488421 -8.948881 0.0 0.3 0.4 -0.729
C -5.105886 0.568071 1.780012 -0.6 -1.3 1.6 0.298
H -4.965177 -0.497650 1.563344 -0.3 0.1 -0.8 0.257
C -0.038862 3.278680 1.470135 0.3 0.7 -0.8 -0.282
H -7.251371 0.539951 1.330757 -0.1 -0.3 0.2 0.329
C -0.678456 0.914818 -4.458575 0.7 1.1 0.6 -0.135
H -2.459745 -5.616215 -2.250551 -0.2 0.3 -0.5 0.470
H 4.013837 6.246812 4.354521 -0.8 0.5 0.1 0.377
H 0.298651 -5.404475 3.775762 -0.1 0.6 0.6 0.406
H 5.332034 -2.053549 3.096055 -0.2 0.2 -0.2 0.331
C 4.320053 -3.549440 4.855852 -0.2 -0.3 1.4 -1.139
H 3.862243 -4.479349 2.924437 0.6 -0.1 0.1 0.333
N 0.255009 -2.231614 0.407722 -0.7 0.4 -0.7 0.939
O -3.679445 -2.583219 -1.563789 0.0 0.0 -0.1 -0.558
H 2.423336 6.567552 2.394031 -0.1 -0.3 -0.4 0.303
O 3.842524 0.207604 -2.183137 0.4 0.7 -0.7 -0.539
H -0.584119 2.551085 -6.376800 -0.6 -0.1 0.1 0.185
H 1.232821 -1.238683 2.608164 0.2 -0.2 -0.1 -0.222
H 3.591179 -4.125536 5.434062 -0.3 -0.1 -0.4 0.332
H 3.736932 2.451674 4.938936 -0.3 -0.2 0.2 0.295
H -1.697057 -4.844431 -0.933798 0.1 0.1 0.0 0.006
C -0.282220 0.180814 -0.119774 -1.4 -1.1 -1.3 -0.419
H -3.009657 1.137463 -0.623337 0.5 0.5 0.3 -0.220
H -2.883904 -2.181414 -1.196779 0.0 0.1 0.1 0.179
H -0.992934 3.284302 -8.459067 -0.3 0.0 -0.1 0.271
H 1.647796 -4.881889 1.191854 -0.1 -0.1 -0.3 -0.096
C 3.176085 1.491015 -2.180395 0.7 -1.4 0.8 0.088
C -0.337131 1.527141 -6.690301 1.3 0.3 1.1 -0.406
H -1.794373 0.993600 -8.121296 0.0 0.0 -0.1 0.299
O -4.390217 0.747997 2.979639 1.1 0.7 0.6 -0.574
H -2.621446 -3.094985 2.805300 -0.3 0.3 0.0 0.472
H 1.315729 -4.911193 -2.947310 -0.1 0.0 0.0 0.416
C 0.799706 -5.247359 1.788872 0.4 1.5 -0.2 -0.183
H -1.151842 1.888341 -4.282266 -0.5 -0.2 0.1 0.131
H 2.510287 -0.852376 5.255803 0.1 -0.3 0.6 -0.718
H 2.414476 4.107108 1.630578 0.7 0.4 0.2 0.158
C 2.437128 -3.152351 -2.442278 1.0 -0.6 1.3 -0.140
C -2.325161 -4.631312 -1.806434 0.5 -0.1 1.8 -0.466
H -5.252761 4.712361 -2.497785 -0.1 0.2 -0.2 0.307
H 3.166182 -2.940351 3.178613 0.0 0.2 0.0 -0.363
H -5.443410 3.850958 -5.349177 -0.1 -0.9 0.5 0.271
H -4.450462 -4.454748 -1.846050 -0.1 0.4 -0.3 0.300
H 1.171474 0.489336 -8.602678 0.1 -0.1 -0.2 0.341
H -0.200517 -3.696654 1.183600 -0.2 -0.3 -0.1 0.297
H 0.361416 5.827891 3.601946 -0.5 0.5 0.5 0.325
H -4.177967 -0.118669 3.348838 -0.1 0.1 0.1 0.367
H -5.111600 -1.934146 4.686377 -0.2 0.4 -0.2 0.233
C 1.520945 -0.564107 5.627824 -0.8 -0.4 -1.0 1.250
H -0.443269 -2.117924 -4.925369 -0.3 -0.1 -0.3 0.267
H 3.473765 -3.070762 -0.679315 0.1 0.1 0.0 0.254
H -0.905436 3.427116 0.822465 -0.4 0.4 0.6 0.369
C 4.640587 0.652833 4.214711 0.5 -0.1 -0.3 -0.349
C 1.648886 -2.206077 -3.343314 1.0 0.1 0.8 0.419
C 1.597967 -4.379592 -2.036895 -0.9 0.9 -1.1 -0.934
H -3.159998 4.772026 -4.198360 -0.2 0.3 0.1 0.394
H 0.756763 1.498178 -6.559261 0.2 0.2 -0.5 0.245
H -0.503170 1.187052 0.235461 0.5 -0.2 0.5 -0.001
H 2.219743 -0.193854 7.377063 -0.1 0.1 0.2 0.360
H 3.340396 -3.485809 -2.960629 -0.1 0.0 -0.4 0.467
H -3.908251 -4.169634 -0.272203 0.7 -0.1 0.2 0.261
H -5.297457 5.289572 -4.876814 -0.2 0.4 0.6 0.273
H 3.153133 1.412547 0.092608 -0.6 -0.5 -0.5 0.138
C 0.136652 0.173198 -8.751607 -0.4 0.4 0.9 -1.226
H -1.723346 -1.781764 3.580168 0.3 -0.2 0.1 -0.042
H 4.231526 2.531473 -0.575807 0.1 0.1 -0.4 0.631
C -3.323151 -2.584146 4.795008 1.0 -0.1 -0.2 -0.603
H 3.219983 4.710041 4.665193 0.0 0.0 0.1 0.280
H 4.256234 -2.554847 5.307161 0.1 0.2 -0.2 0.184
H 0.385989 2.743135 -9.027581 0.1 -0.3 -0.1 0.287
H 0.468271 -2.923441 -6.280916 -0.4 0.0 0.0 0.341
H 3.347779 -1.596469 -1.404557 0.0 -0.1 0.0 0.127
H -1.036382 0.162267 -3.759684 -0.4 -0.2 -0.4 -0.154
C 0.584358 -1.764121 5.749780 0.4 -0.2 0.2 -0.517
H -2.986790 0.223941 -2.040188 0.2 0.1 -0.4 0.438
H 0.358280 1.122669 -4.151511 0.3 -0.3 -0.3 0.347
H 4.080829 2.567793 3.284226 0.4 -0.4 -0.2 0.377
O -0.401296 -4.643653 1.402082 -0.6 -0.1 -0.6 -0.549
C -6.584067 0.820242 2.149507 0.2 1.1 -1.1 -1.191
C -3.623796 -3.980971 -1.310873 -0.6 -0.4 -0.7 -0.295
H -0.009169 -0.750883 -8.191118 0.1 -0.1 -0.1 0.208
H 5.700749 0.393217 2.558958 0.0 0.1 0.0 0.226
H 1.775823 3.610947 3.129849 -0.1 0.4 0.6 -0.036
```
Forces are in eV/Å.

Total energy ... -73063.903 eV
HOMO energy ... -9.0474 eV
LUMO ... 0.09 eV
Frontier orbital gap ... 9.134 eV
Relative energy (zero: lowest compared OMol25 entry of this formula, charge and spin) ... 293.47 kJ/mol
Max |F| ... 3.1 eV Å⁻¹


A cluster of 2 separate species, C2H2O3S in total in a non-equilibrium geometry. Source: OMol25; level of theory: the ωB97M-V functional and the def2-TZVPD basis.

The geometry in XYZ format:
```
8
Properties=species:S:1:pos:R:3:forces:R:3:mulliken_charge:R:1
O -3.515336 -0.827434 0.791073 0.3 -0.4 0.4 -0.411
C 0.265360 0.648258 0.550954 -6.5 0.1 -3.7 -0.785
O -2.111358 1.268483 -0.436526 -0.1 0.1 -0.3 -0.369
O -5.065026 -0.133737 -0.943251 -0.5 -0.1 -1.0 -0.391
H 0.502809 1.081820 1.478253 0.3 0.1 0.9 0.285
S -4.331423 0.192329 0.222649 -0.3 0.1 0.8 0.771
H 0.714103 -0.138300 -0.061973 0.1 0.3 0.7 0.234
C -1.156832 0.876860 0.068968 6.7 -0.3 2.1 0.666
```
Forces are in eV/Å.

Total energy ... -19081.478 eV
HOMO energy ... -9.1543 eV
LUMO ... -0.61 eV
Frontier orbital gap ... 8.540 eV
Relative energy (zero: lowest compared OMol25 entry of this formula, charge and spin) ... 286.22 kJ/mol
Max |F| ... 7.5 eV Å⁻¹